Record 1
DFT (wB97M-V/def2-TZVPD) results for 2 unconnected molecules or ions with the total composition C3H8NOSe.

Last column: Mulliken charge in e.
Element x y z (Å)
C1 2.080 -0.125 0.015  0.3229
C2 1.252 -1.068 -0.723  -0.9387
C3 -4.091 1.554 0.258  -0.1131
N1 1.771 0.319 1.187  -0.2088
O1 -5.019 1.012 -0.467  -0.3602
Se1 -2.768 0.726 1.070  -0.2352
H1 3.009 0.221 -0.426  0.3899
H2 0.212 -1.021 -0.403  0.2674
H3 1.329 -0.908 -1.798  0.3208
H4 1.612 -2.084 -0.545  0.3224
H5 -4.196 2.631 0.334  0.3541
H6 0.914 0.018 1.644  0.2348
H7 2.358 0.973 1.695  0.2799
H8 -4.949 0.043 -0.534  0.3639

Output
Total charge = +1
HOMO-LUMO gap = 6.46 eV
F_max = 0.87 eV Å⁻¹

=====

Record 2
DFT (wB97M-V/def2-TZVPD) results for a single C3H8NP molecule.

Last column: Mulliken charge in e.
Element x y z (Å)
C1 2.372 0.376 0.511  -0.5334
P1 1.235 -0.683 1.165  0.1768
N1 -0.718 0.048 0.462  -0.4169
C2 -1.468 -1.125 0.230  -0.8072
C3 -0.505 0.907 -0.681  -0.6410
H1 3.332 0.188 0.697  0.3308
H2 2.138 1.111 -0.220  0.2076
H3 -2.551 -0.851 0.322  0.2881
H4 -1.285 -1.594 -0.728  0.2980
H5 -1.239 -1.761 1.073  0.3211
H6 -1.396 1.501 -0.873  0.3050
H7 0.376 1.573 -0.312  0.1973
H8 -0.291 0.310 -1.647  0.2738

Output
Total charge = 0
HOMO-LUMO gap (alpha / beta) = 8.53 / 8.53 eV
F_max = 5.06 eV Å⁻¹
Structure (SMILES) = C=PN(C)C

=====

Record 3
DFT (wB97M-V/def2-TZVPD) results for 2 unconnected molecules or ions with the total composition C3H8NP.

Last column: Mulliken charge in e.
Element x y z (Å)
C1 -0.146 -0.231 -0.005  0.6189
C2 1.751 0.509 0.266  -1.1104
C3 -0.910 0.603 -0.979  -1.2292
N1 -0.806 -0.554 1.269  -0.6214
P1 -0.506 -1.974 0.215  -0.0325
H1 1.478 1.521 0.387  0.3628
H2 2.219 0.085 -0.499  0.4222
H3 2.184 0.033 1.124  0.3229
H4 -1.877 0.351 -0.836  0.5151
H5 -0.380 0.467 -1.992  0.2427
H6 -0.945 1.752 -0.713  0.2429
H7 -0.373 -0.539 2.175  0.2644
H8 -1.689 -2.023 -0.412  0.0016

Output
Total charge = 0
HOMO-LUMO gap = 10.05 eV
F_max = 6.27 eV Å⁻¹

=====

Record 4
DFT (wB97M-V/def2-TZVPD) results for 2 unconnected molecules or ions with the total composition C3H8NS.

Last column: Mulliken charge in e.
Element x y z (Å)
C1 1.086 2.283 1.248  -0.8048
S1 0.632 2.234 -0.520  -0.7230
H1 0.249 2.603 1.874  0.1925
H2 1.841 3.029 1.538  0.2434
H3 1.470 1.312 1.567  0.1637
C2 -0.258 -1.671 0.168  -0.4615
C3 -1.235 -1.174 -1.857  -0.1497
N1 -1.227 -1.970 -0.875  -0.4806
H4 0.328 -0.754 0.067  0.1363
H5 -0.824 -1.624 1.097  0.2100
H6 0.420 -2.528 0.232  0.2391
H7 -2.046 -1.299 -2.571  0.2616
H8 -0.435 -0.440 -1.968  0.1732

Output
Total charge = -1
HOMO-LUMO gap = 6.41 eV
F_max = 0.74 eV Å⁻¹

=====

Record 5
DFT (wB97M-V/def2-TZVPD) results for 2 unconnected molecules or ions with the total composition C3H8NS.

Last column: Mulliken charge in e.
Element x y z (Å)
C1 2.847 0.503 -1.610  -0.7790
S1 1.746 1.229 -0.352  -0.7277
H1 2.241 0.269 -2.490  0.1568
H2 3.402 -0.409 -1.352  0.2110
H3 3.629 1.223 -1.872  0.2096
C2 -2.051 -0.575 1.898  -0.6659
C3 -1.477 -0.072 -0.310  -0.1350
N1 -2.393 -0.194 0.553  -0.4864
H4 -2.530 -1.524 2.164  0.2496
H5 -0.983 -0.781 2.075  0.3112
H6 -2.333 0.218 2.586  0.2249
H7 -1.600 0.654 -1.111  0.2705
H8 -0.498 -0.541 -0.179  0.1605

Output
Total charge = -1
HOMO-LUMO gap = 6.29 eV
F_max = 1.77 eV Å⁻¹

=====

Record 6
DFT (wB97M-V/def2-TZVPD) results for 2 unconnected molecules or ions with the total composition C3H8NS2.

Last column: Mulliken charge in e.
Element x y z (Å)
C1 0.066 -0.092 1.494  -0.4061
C2 -0.633 0.462 2.745  -0.5927
C3 -1.649 1.311 0.551  0.0537
N1 -0.738 0.392 0.369  -0.0843
S1 -1.882 1.697 2.171  0.0310
S2 0.896 -0.895 -3.469  -0.3352
H1 1.007 0.436 1.330  0.3403
H2 0.050 -1.158 1.667  0.2913
H3 -1.304 -0.291 3.339  0.3219
H4 0.020 0.719 3.559  0.4354
H5 -2.220 1.892 -0.064  0.4058
H6 -0.311 0.198 -0.513  0.1926
H7 1.379 -1.697 -4.410  0.1822
H8 -0.267 -0.706 -4.130  0.1641

Output
Total charge = +1
HOMO-LUMO gap = 7.92 eV
F_max = 4.49 eV Å⁻¹

=====

Record 7
DFT (wB97M-V/def2-TZVPD) results for 2 unconnected molecules or ions with the total composition C3H8O.

Last column: Mulliken charge in e.
Element x y z (Å)
H1 1.466 -2.673 -0.383  0.1673
H2 1.848 -2.066 -0.182  -0.1806
C1 -1.511 0.485 0.004  -1.0949
C2 -0.059 0.364 -0.463  -0.1403
C3 0.946 0.517 0.655  0.0206
O1 2.020 -0.035 0.709  -0.4601
H3 -1.616 1.255 0.778  0.3204
H4 -1.882 -0.457 0.420  0.3023
H5 -2.166 0.764 -0.826  0.2953
H6 0.131 -0.572 -0.996  0.2319
H7 0.171 1.179 -1.165  0.2479
H8 0.652 1.239 1.449  0.2902

Output
Total charge = 0
HOMO-LUMO gap = 10.89 eV
F_max = 0.60 eV Å⁻¹
Structure (SMILES) = [H][H].CCC=O

=====

Record 8
DFT (wB97M-V/def2-TZVPD) results for 2 unconnected molecules or ions with the total composition C3H8O.

Last column: Mulliken charge in e.
Element x y z (Å)
C1 0.651 -0.143 -2.281  -0.8868
C2 0.098 0.327 -0.960  0.1991
O1 0.758 0.528 0.021  -0.4567
H1 1.681 0.182 -2.411  0.2807
H2 0.042 0.233 -3.100  0.2963
H3 0.650 -1.234 -2.261  0.2531
H4 -1.007 0.451 -0.953  0.3158
C3 -1.141 -0.462 2.720  -0.8923
H5 -0.523 -0.962 3.470  0.2488
H6 -2.175 -0.653 3.027  0.2804
H7 -0.914 -0.889 1.747  0.1342
H8 -0.980 0.611 2.758  0.2274

Output
Total charge = 0
HOMO-LUMO gap = 11.03 eV
F_max = 0.84 eV Å⁻¹
Structure (SMILES) = CC=O.C

=====

Record 9
DFT (wB97M-V/def2-TZVPD) results for 2 unconnected molecules or ions with the total composition C3H8O.

Last column: Mulliken charge in e.
Element x y z (Å)
C1 0.520 -0.222 -1.568  -0.4440
C2 0.284 -0.952 -2.643  -0.4610
H1 0.991 -0.555 -0.604  0.2580
H2 0.121 0.825 -1.452  0.2315
H3 0.797 -1.959 -2.765  0.1979
H4 -0.162 -0.576 -3.513  0.2805
C3 -0.525 0.659 2.490  -0.5278
O1 -0.281 0.789 1.057  -0.4693
H5 -1.038 1.571 2.664  0.1855
H6 -1.248 -0.176 2.750  0.2546
H7 0.494 0.723 2.935  0.2516
H8 0.046 -0.128 0.648  0.2425

Output
Total charge = 0
HOMO-LUMO gap = 11.25 eV
F_max = 3.79 eV Å⁻¹
Structure (SMILES) = C=C.CO

=====

Record 10
DFT (wB97M-V/def2-TZVPD) results for a single C3H8O molecule.

Last column: Mulliken charge in e.
Element x y z (Å)
C1 0.486 -1.444 -0.303  -1.0885
C2 0.597 -0.215 0.757  -0.2542
O1 -0.592 0.397 1.209  -0.3310
C3 -1.119 1.448 0.434  -0.6361
H1 0.511 -1.190 -1.394  0.2915
H2 1.333 -2.141 -0.169  0.3447
H3 -0.460 -1.899 -0.074  0.3017
H4 1.168 0.215 -0.039  0.2533
H5 1.086 -0.580 1.670  0.3344
H6 -0.426 2.301 0.396  0.2890
H7 -1.350 1.113 -0.586  0.2721
H8 -2.051 1.779 0.910  0.2231

Output
Total charge = 0
HOMO-LUMO gap = 10.52 eV
F_max = 3.07 eV Å⁻¹
Structure (SMILES) = CCOC

=====

Record 11
DFT (wB97M-V/def2-TZVPD) results for a molecular structure, C3H8O.

Last column: Mulliken charge in e.
Element x y z (Å)
C1 0.628 -0.590 0.699  -0.4221
O1 -0.040 -1.992 1.318  -0.0100
C2 -0.535 -0.156 -0.191  -0.2786
C3 -0.380 1.190 -0.767  -1.1932
H1 1.521 -0.162 0.131  0.4263
H2 0.740 -0.132 1.614  0.3506
H3 0.946 -1.843 0.491  0.4656
H4 -1.399 -0.077 0.504  0.3293
H5 -0.806 -0.923 -0.920  0.3652
H6 -0.176 2.014 0.005  0.3073
H7 -1.091 1.541 -1.531  0.3383
H8 0.591 1.130 -1.354  0.3212

Output
Total charge = +1
Expectation value of S² = 0.758
HOMO-LUMO gap (alpha / beta) = 9.01 / 6.79 eV
F_max = 4.52 eV Å⁻¹
Spin multiplicity = 2

=====

Record 12
DFT (wB97M-V/def2-TZVPD) results for a gas-phase ion, C3H8O (charge +1).

Last column: Mulliken charge in e.
Element x y z (Å)
C1 -0.559 -0.638 -0.626  -0.6115
O1 0.109 -2.206 -0.940  -0.0394
C2 0.305 -0.192 0.522  -0.1302
C3 0.180 1.348 0.622  -1.1591
H1 -0.525 -0.051 -1.550  0.4611
H2 -1.518 -0.999 -0.283  0.3368
H3 0.334 -1.443 -1.515  0.4325
H4 -0.017 -0.660 1.448  0.3279
H5 1.359 -0.389 0.299  0.3259
H6 0.238 1.645 1.671  0.3285
H7 0.908 1.923 0.047  0.3576
H8 -0.815 1.664 0.303  0.3697

Output
Total charge = +1
Expectation value of S² = 0.755
HOMO-LUMO gap (alpha / beta) = 12.29 / 7.68 eV
F_max = 3.10 eV Å⁻¹
Spin multiplicity = 2

=====

Table of energy relative to the best compared isomer or geometry (same formula, charge and spin) (kcal/mol), in record order: 21.48 53.59 67.01 30.32 37.54 16.07 28.70 11.92 50.11 38.15 118.00 63.51